Run w
ORCA calculation (ωB97M-V with the def2-TZVPD basis set) on a molecular structure, C27H33AuIN8.

Each line ends with the natural charge from an NBO analysis.
CARTESIAN COORDINATES (ANGSTROEM)
Au (-0.601, 0.536, 0.291)  1.49
C (-3.051, -0.073, -1.591)  -0.29
N (-1.678, 0.399, -1.858)  -0.61
C (-0.933, -0.439, -2.825)  -0.27
C (-0.035, -1.399, -2.113)  0.38
N (0.501, -1.097, -0.961)  -0.60
C (1.404, -2.131, -0.666)  0.06
C (2.297, -2.305, 0.390)  -0.21
C (3.088, -3.433, 0.374)  -0.18
C (3.007, -4.373, -0.669)  -0.17
C (2.145, -4.205, -1.729)  -0.23
C (1.351, -3.063, -1.702)  0.17
N (0.417, -2.562, -2.608)  -0.51
C (-3.110, -0.781, -0.286)  0.42
N (-2.122, -0.801, 0.601)  -0.54
C (-2.594, -1.533, 1.721)  0.15
C (-2.000, -1.945, 2.913)  -0.26
C (-2.777, -2.661, 3.798)  -0.16
C (-4.116, -2.985, 3.520)  -0.16
C (-4.700, -2.626, 2.327)  -0.20
C (-3.905, -1.907, 1.442)  0.10
N (-4.185, -1.416, 0.169)  -0.47
H (-3.387, -0.742, -2.386)  0.25
H (-3.741, 0.773, -1.577)  0.26
H (-1.715, 1.345, -2.218)  0.42
H (-0.306, 0.217, -3.430)  0.25
H (-1.610, -0.948, -3.513)  0.24
H (2.402, -1.565, 1.173)  0.20
H (3.799, -3.597, 1.172)  0.24
H (3.649, -5.242, -0.644)  0.25
H (2.104, -4.918, -2.542)  0.25
H (0.165, -2.979, -3.491)  0.45
H (-0.962, -1.762, 3.135)  0.22
H (-2.339, -3.000, 4.728)  0.25
H (-4.690, -3.541, 4.248)  0.26
H (-5.719, -2.898, 2.086)  0.26
H (-5.051, -1.547, -0.334)  0.46
I (2.101, -0.747, 5.309)  0.34
C (0.629, 0.313, 4.327)  -0.20
C (-0.246, 1.163, 4.997)  -0.12
C (-1.223, 1.842, 4.282)  -0.21
C (-1.308, 1.672, 2.917)  0.04
N (-0.456, 0.845, 2.282)  -0.47
C (0.492, 0.173, 2.956)  0.00
H (-0.163, 1.296, 6.069)  0.27
H (-1.917, 2.507, 4.778)  0.27
H (-2.050, 2.183, 2.320)  0.24
H (1.139, -0.477, 2.386)  0.24
C (0.620, 5.559, -2.639)  -0.62
C (1.808, 4.954, -1.905)  -0.22
N (1.410, 4.137, -0.730)  -0.33
C (1.378, 4.817, 0.580)  -0.23
C (0.032, 5.455, 0.913)  -0.63
C (1.005, 2.895, -0.865)  0.55
C (1.204, 2.177, -2.162)  -0.69
N (0.480, 2.218, 0.162)  -0.83
H (0.978, 6.100, -3.514)  0.26
H (0.077, 6.265, -2.013)  0.23
H (-0.082, 4.795, -2.980)  0.19
H (2.456, 5.741, -1.526)  0.24
H (2.411, 4.346, -2.575)  0.22
H (2.159, 5.573, 0.553)  0.25
H (1.684, 4.102, 1.346)  0.20
H (-0.131, 6.363, 0.337)  0.24
H (0.008, 5.729, 1.968)  0.25
H (-0.801, 4.777, 0.710)  0.20
H (2.234, 2.294, -2.495)  0.28
H (0.560, 2.573, -2.949)  0.25
H (1.025, 1.117, -2.014)  0.23
H (0.466, 2.706, 1.044)  0.40

The HOMO-LUMO gap is 0.215 Eh. As for the HOMO energy: -16.32 eV. For the LUMO energy, the calculation gives -10.474 eV. Its spin multiplicity is 1. As for the total charge: +3.

=====

Run x
ORCA calculation (ωB97M-V with the def2-TZVPD basis set) on a molecular structure, C27H33AuIN8.

Each line ends with the natural charge from an NBO analysis.
CARTESIAN COORDINATES (ANGSTROEM)
Au (0.042, -0.123, -0.623)  1.48
C (0.124, 1.672, -3.124)  -0.28
N (-0.776, 1.645, -1.938)  -0.62
C (-0.875, 2.942, -1.226)  -0.27
C (-0.008, 2.936, -0.003)  0.39
N (0.286, 1.830, 0.631)  -0.60
C (1.037, 2.195, 1.747)  0.14
C (1.614, 1.424, 2.754)  -0.23
C (2.302, 2.095, 3.743)  -0.18
C (2.417, 3.496, 3.739)  -0.17
C (1.849, 4.270, 2.749)  -0.20
C (1.158, 3.586, 1.756)  0.09
N (0.478, 4.023, 0.620)  -0.49
C (1.480, 1.195, -2.721)  0.41
N (1.667, 0.502, -1.605)  -0.53
C (3.029, 0.204, -1.500)  0.15
C (3.768, -0.432, -0.507)  -0.25
C (5.130, -0.518, -0.710)  -0.15
C (5.745, 0.018, -1.855)  -0.16
C (5.021, 0.672, -2.829)  -0.20
C (3.649, 0.754, -2.622)  0.10
N (2.635, 1.370, -3.361)  -0.47
H (0.188, 2.680, -3.539)  0.25
H (-0.291, 1.027, -3.901)  0.26
H (-1.701, 1.382, -2.260)  0.42
H (-1.915, 3.088, -0.928)  0.25
H (-0.614, 3.767, -1.891)  0.24
H (1.517, 0.346, 2.775)  0.21
H (2.760, 1.536, 4.547)  0.24
H (2.962, 3.979, 4.538)  0.25
H (1.937, 5.348, 2.753)  0.25
H (0.358, 4.983, 0.333)  0.45
H (3.313, -0.818, 0.394)  0.22
H (5.747, -1.000, 0.036)  0.25
H (6.817, -0.073, -1.966)  0.26
H (5.497, 1.102, -3.699)  0.26
H (2.763, 1.892, -4.216)  0.46
I (2.279, -4.354, 2.798)  0.33
C (1.708, -3.736, 0.906)  -0.20
C (1.869, -4.543, -0.219)  -0.12
C (1.475, -4.070, -1.461)  -0.21
C (0.936, -2.805, -1.568)  0.05
N (0.785, -2.034, -0.477)  -0.48
C (1.154, -2.479, 0.738)  -0.01
H (2.299, -5.532, -0.124)  0.27
H (1.585, -4.677, -2.349)  0.27
H (0.626, -2.391, -2.516)  0.23
H (0.993, -1.814, 1.575)  0.24
C (-6.002, -0.567, 0.683)  -0.62
C (-4.956, -0.845, 1.749)  -0.21
N (-3.661, -1.312, 1.189)  -0.34
C (-3.503, -2.770, 1.025)  -0.23
C (-3.790, -3.264, -0.389)  -0.63
C (-2.726, -0.468, 0.797)  0.56
C (-2.905, 0.994, 1.032)  -0.70
N (-1.610, -0.922, 0.216)  -0.85
H (-6.912, -0.203, 1.160)  0.26
H (-6.258, -1.466, 0.126)  0.23
H (-5.674, 0.195, -0.026)  0.20
H (-5.296, -1.632, 2.419)  0.23
H (-4.780, 0.028, 2.372)  0.22
H (-4.182, -3.235, 1.734)  0.25
H (-2.501, -3.052, 1.362)  0.20
H (-4.847, -3.175, -0.630)  0.24
H (-3.521, -4.317, -0.473)  0.25
H (-3.230, -2.707, -1.143)  0.19
H (-3.130, 1.181, 2.081)  0.27
H (-3.739, 1.381, 0.447)  0.26
H (-1.988, 1.518, 0.798)  0.24
H (-1.613, -1.922, 0.079)  0.40

The HOMO-LUMO gap is 0.224 Eh. As for the HOMO energy: -16.39 eV. For the LUMO energy, the calculation gives -10.307 eV. Its spin multiplicity is 1. As for the total charge: +3.

=====

Energy ordering: run x at the bottom, the next structure 8.9 kcal/mol above.

=====

Run w
ORCA calculation (ωB97M-V with the def2-TZVPD basis set) on 2 unconnected molecules or ions with the total composition C3H6INO2.

Each line ends with the natural charge from an NBO analysis.
CARTESIAN COORDINATES (ANGSTROEM)
C (-0.603, -0.396, 1.487)  -0.34
C (-0.515, 0.202, 0.280)  0.09
C (-0.568, -0.602, -1.032)  -0.65
N (-0.449, 1.624, 0.035)  0.47
O (0.250, 2.212, -0.805)  -0.37
O (-1.188, 2.313, 0.735)  -0.35
H (-0.897, -1.490, 1.449)  0.22
H (-0.242, 0.045, 2.412)  0.23
H (0.332, -0.277, -1.519)  0.25
H (-1.384, -0.274, -1.792)  0.23
H (-0.636, -1.651, -0.886)  0.23
I (3.165, -0.198, -0.615)  -0.09
H (2.734, -1.510, 0.252)  0.10

The HOMO-LUMO gap is 0.353 Eh. As for the HOMO energy: -10.12 eV. For the LUMO energy, the calculation gives -0.516 eV. As for the SMILES: C=C(C)[N+](=O)[O-].I. Its spin multiplicity is 1.

=====

Run x
ORCA calculation (ωB97M-V with the def2-TZVPD basis set) on C3H6INO2 in the gas phase.

Each line ends with the natural charge from an NBO analysis.
CARTESIAN COORDINATES (ANGSTROEM)
C (0.883, -0.798, 0.856)  -0.69
C (-0.286, -0.198, 0.041)  0.05
C (-0.331, -0.183, -1.482)  -0.70
I (-2.122, -1.064, 0.884)  0.12
N (-0.202, 1.467, 0.432)  0.52
O (-1.267, 2.018, 0.259)  -0.37
O (0.783, 1.819, 1.004)  -0.35
H (0.618, -0.785, 1.969)  0.24
H (1.736, -0.187, 0.489)  0.24
H (1.163, -1.789, 0.644)  0.23
H (-0.763, 0.808, -1.716)  0.25
H (-0.897, -1.058, -1.666)  0.24
H (0.684, -0.048, -1.715)  0.22

The HOMO-LUMO gap is 0.350 Eh. As for the HOMO energy: -9.83 eV. For the LUMO energy, the calculation gives -0.295 eV. As for the SMILES: CC(C)(I)[N+](=O)[O-]. Its spin multiplicity is 1.

=====

Energy ordering: run x at the bottom, the next structure 8.4 kcal/mol above.

=====

Run w
ORCA calculation (ωB97M-V with the def2-TZVPD basis set) on C5H9BO in the gas phase.

Each line ends with the natural charge from an NBO analysis.
CARTESIAN COORDINATES (ANGSTROEM)
O (2.995, 0.216, 0.348)  -0.87
B (2.050, -0.549, -0.156)  0.77
C (0.551, -0.184, -0.177)  -0.36
C (-0.325, -1.231, 0.162)  -0.14
C (-1.704, -0.570, 0.092)  -0.44
C (-1.482, 0.937, 0.292)  -0.38
C (-0.170, 1.073, -0.417)  -0.44
H (3.877, -0.148, 0.597)  0.51
H (2.408, -1.630, -0.565)  -0.12
H (0.055, -2.293, 0.279)  0.23
H (-2.104, -0.648, -0.908)  0.20
H (-2.411, -0.980, 0.818)  0.21
H (-2.287, 1.461, -0.171)  0.21
H (-1.440, 1.198, 1.356)  0.20
H (0.378, 2.070, -0.064)  0.21
H (-0.392, 1.278, -1.486)  0.21

The HOMO-LUMO gap is 0.348 Eh. As for the HOMO energy: -8.83 eV. For the LUMO energy, the calculation gives 0.633 eV. As for the SMILES: OBC1=CCCC1. Its spin multiplicity is 1.

=====

Run x
ORCA calculation (ωB97M-V with the def2-TZVPD basis set) on 2 unconnected molecules or ions with the total composition C5H9BO.

Each line ends with the natural charge from an NBO analysis.
CARTESIAN COORDINATES (ANGSTROEM)
B (0.575, -1.500, -0.586)  0.75
C (-0.728, -1.646, -0.989)  -0.78
C (-0.899, -0.363, -1.693)  -0.44
C (0.372, 0.494, -1.553)  -0.15
C (1.330, -0.131, -0.868)  -0.57
H (-1.496, -2.425, -1.066)  0.25
H (-1.785, 0.149, -1.521)  0.23
H (-1.071, -0.559, -2.706)  0.23
H (0.326, 1.583, -1.971)  0.22
H (2.363, 0.224, -0.591)  0.24
C (0.302, 1.020, 2.218)  -0.24
O (-0.551, 0.039, 2.599)  -0.74
H (-0.177, 1.869, 1.580)  0.16
H (1.086, 0.635, 1.473)  0.18
H (0.613, 1.513, 3.225)  0.16
H (-0.261, -0.902, 2.451)  0.48

The HOMO-LUMO gap is 0.279 Eh. As for the HOMO energy: -8.21 eV. For the LUMO energy, the calculation gives -0.615 eV. As for the SMILES: B1=CCC=C1.CO. Its spin multiplicity is 1.

=====

Run y
ORCA calculation (ωB97M-V with the def2-TZVPD basis set) on C5H9BO in the gas phase.

Each line ends with the natural charge from an NBO analysis.
CARTESIAN COORDINATES (ANGSTROEM)
C (1.242, 1.744, 0.913)  -0.33
C (0.365, 0.702, 1.152)  -0.62
B (-0.396, 0.130, -0.037)  1.05
C (-1.923, 0.387, -0.250)  -0.59
C (-2.771, -0.630, -0.189)  -0.31
O (0.486, -0.802, -1.209)  -0.71
C (1.757, -1.242, -0.952)  -0.23
H (1.953, 2.164, 1.646)  0.21
H (1.188, 2.121, -0.096)  0.19
H (0.229, 0.151, 2.088)  0.24
H (-2.221, 1.398, -0.050)  0.22
H (-3.847, -0.472, 0.022)  0.20
H (-2.475, -1.688, -0.403)  0.21
H (2.284, -1.366, -1.904)  0.17
H (1.805, -2.082, -0.321)  0.15
H (2.325, -0.515, -0.410)  0.15

The HOMO-LUMO gap is 0.378 Eh. As for the HOMO energy: -9.66 eV. For the LUMO energy, the calculation gives 0.634 eV. As for the SMILES: C=CB(C=C)OC. Its spin multiplicity is 1.

=====

Energy ordering: run w at the bottom, the next structure 54.3 kcal/mol above.